{"formula": "C48H58CsN2O6P3S", "method": "the ωB97M-V functional and the def2-TZVPD basis", "multiplicity": 1, "total_energy_ev": -105233.9117, "relative_energy_ev": 1.795, "orbital_gap_ev": 4.84, "charge": -2, "homo_energy_ev": -1.3, "elements": ["Cs", "C", "C", "C", "P", "C", "C", "C", "C", "C", "C", "C", "C", "C", "C", "N", "C", "C", "C", "C", "C", "C", "C", "P", "C", "C", "C", "C", "C", "C", "H", "H", "H", "H", "H", "H", "H", "H", "H", "H", "H", "H", "H", "H", "H", "H", "H", "H", "H", "H", "H", "H", "H", "H", "H", "H", "H", "H", "H", "H", "H", "H", "H", "H", "H", "H", "H", "H", "H", "H", "O", "C", "O", "C", "C", "C", "C", "C", "C", "P", "C", "C", "C", "C", "C", "C", "C", "C", "C", "C", "C", "C", "H", "H", "H", "H", "H", "H", "H", "H", "H", "H", "H", "H", "H", "H", "O", "C", "N", "C", "H", "C", "S", "O", "O", "O", "H", "H", "H"], "positions_angstrom": [[-0.5300, 1.0190, 0.3496], [3.6390, 0.1795, -0.1497], [3.4286, 1.4874, -0.9213], [4.7295, 1.9539, -1.5621], [1.9759, 1.2699, -2.0828], [1.9413, 2.9267, -2.9162], [0.7855, 2.9190, -3.9205], [1.7497, 4.0276, -1.8702], [2.7238, 0.2018, -3.3877], [3.5388, 0.6708, -4.4128], [4.0932, -0.1462, -5.3935], [4.9520, 0.4184, -6.4965], [3.7773, -1.5022, -5.3307], [2.9631, -2.0172, -4.3404], [2.4100, -1.1942, -3.3187], [1.5266, -1.6071, -2.3858], [1.3250, -2.9047, -2.0456], [2.3222, -3.9050, -1.9601], [2.0418, -5.1711, -1.4746], [0.7646, -5.5248, -1.0494], [0.4654, -6.8868, -0.4763], [-0.2229, -4.5465, -1.1352], [0.0079, -3.2729, -1.6449], [-1.2513, -1.9351, -1.4988], [-2.8791, -2.8629, -1.6322], [-3.4758, -3.1799, -0.2519], [-2.9609, -4.0846, -2.5746], [-1.2405, -1.0638, -3.1523], [-2.5015, -0.2028, -3.3081], [-0.9934, -1.9187, -4.3899], [4.4238, 0.3020, 0.6052], [3.9297, -0.6267, -0.8312], [2.7228, -0.1220, 0.3635], [3.0787, 2.2376, -0.2097], [5.0930, 1.2261, -2.2918], [5.5012, 2.0704, -0.7914], [4.6222, 2.9176, -2.0682], [2.8693, 3.1180, -3.4602], [-0.1739, 2.8403, -3.4026], [0.8646, 2.0779, -4.6145], [0.7698, 3.8451, -4.5047], [0.9803, 3.7773, -1.1352], [1.4511, 4.9643, -2.3517], [2.6638, 4.2147, -1.3034], [3.7628, 1.7325, -4.4633], [5.3952, 1.3717, -6.1986], [4.3826, 0.6002, -7.4153], [5.7685, -0.2618, -6.7558], [4.1730, -2.1749, -6.0894], [2.7157, -3.0709, -4.3514], [3.3398, -3.6423, -2.2227], [2.8444, -5.9023, -1.4074], [1.3106, -7.5639, -0.6191], [-0.4095, -7.3424, -0.9492], [0.2600, -6.8404, 0.5979], [-1.2165, -4.7983, -0.7764], [-3.5072, -2.0754, -2.0528], [-2.9698, -4.0227, 0.2269], [-4.5358, -3.4407, -0.3552], [-3.3891, -2.3242, 0.4177], [-3.2520, -4.9813, -2.0189], [-2.0167, -4.3064, -3.0694], [-3.7129, -3.9258, -3.3540], [-0.3890, -0.3915, -3.0404], [-3.3359, -0.7818, -3.7180], [-2.3040, 0.6181, -4.0040], [-2.8361, 0.2426, -2.3666], [-1.8819, -2.5042, -4.6497], [-0.1548, -2.6014, -4.2508], [-0.7550, -1.2748, -5.2445], [1.0777, 3.9998, 1.6706], [1.3648, 2.8700, 2.0877], [1.4305, 1.7887, 1.4359], [1.6208, 2.6853, 3.5729], [2.8751, 2.8880, 4.1476], [3.0768, 2.6112, 5.4887], [2.0219, 2.1517, 6.2782], [0.7730, 1.9641, 5.7096], [0.5662, 2.2110, 4.3527], [-1.0343, 1.9652, 3.4526], [-1.3596, 0.2011, 3.9052], [-2.6739, -0.2745, 3.8973], [-2.9550, -1.5943, 4.2142], [-1.9259, -2.4715, 4.5353], [-0.6161, -2.0243, 4.5028], [-0.3347, -0.7024, 4.1791], [-2.1087, 2.8421, 4.6790], [-2.7708, 2.2887, 5.7700], [-3.5023, 3.0912, 6.6399], [-3.5771, 4.4622, 6.4365], [-2.9130, 5.0276, 5.3543], [-2.1932, 4.2230, 4.4848], [3.6870, 3.2609, 3.5338], [4.0597, 2.7457, 5.9266], [2.1764, 1.9482, 7.3313], [-0.0504, 1.6175, 6.3257], [-3.4739, 0.4087, 3.6436], [-3.9819, -1.9418, 4.2011], [-2.1440, -3.5034, 4.7830], [0.1985, -2.7102, 4.7020], [0.6960, -0.3698, 4.1446], [-2.7181, 1.2220, 5.9505], [-4.0078, 2.6400, 7.4862], [-4.1507, 5.0852, 7.1125], [-2.9545, 6.0973, 5.1877], [-1.6779, 4.6654, 3.6378], [-0.9252, -2.4804, 1.5295], [-0.2339, -1.9328, 0.8164], [-2.2069, 3.9394, -0.5648], [-2.0566, 4.3505, -1.6402], [-2.4270, 3.5389, 0.3377], [-5.2246, 0.1665, 1.2340], [-3.7701, 1.0334, 0.6878], [-3.3992, 1.9758, 1.7579], [-4.1655, 1.7073, -0.5366], [-2.7483, 0.0111, 0.4755], [-6.0802, 0.6112, 0.7305], [-5.3285, 0.2627, 2.3136], [-5.1231, -0.8812, 0.9571]], "forces_ev_per_angstrom": [[0.345, 0.259, -2.408], [-0.122, 0.035, -0.080], [-0.029, -0.212, 0.024], [0.050, 0.035, 0.029], [0.465, 0.008, -0.299], [-0.113, 0.065, -0.037], [0.012, -0.005, -0.021], [0.027, 0.025, 0.000], [-0.069, -0.070, -0.007], [-0.022, 0.040, 0.065], [-0.023, -0.010, -0.006], [-0.020, -0.011, -0.005], [-0.040, -0.047, 0.054], [0.088, 0.083, -0.025], [-0.224, -0.007, 0.009], [0.189, -0.085, 0.121], [0.004, 0.167, -0.056], [-0.039, 0.000, 0.061], [0.028, 0.031, -0.041], [0.037, 0.041, 0.004], [-0.025, 0.020, -0.002], [-0.085, 0.024, -0.052], [-0.093, -0.023, 0.177], [-0.060, -0.650, -1.359], [-0.001, -0.055, 0.175], [0.037, 0.005, -0.024], [-0.068, 0.075, -0.070], [-0.093, 0.131, -0.007], [0.055, 0.045, -0.016], [-0.036, 0.006, -0.061], [-0.002, 0.004, -0.033], [0.007, 0.012, 0.034], [0.110, 0.007, -0.060], [-0.011, -0.012, 0.022], [-0.010, 0.004, 0.016], [-0.014, 0.005, -0.026], [-0.003, -0.031, 0.005], [0.026, 0.057, 0.013], [0.014, 0.003, 0.006], [0.016, 0.013, 0.003], [-0.010, 0.002, 0.026], [-0.009, -0.009, -0.038], [0.008, -0.010, 0.004], [-0.014, -0.007, -0.011], [0.019, -0.029, 0.014], [0.000, -0.017, 0.000], [-0.001, -0.001, 0.011], [0.000, 0.016, 0.013], [-0.012, -0.005, 0.007], [0.008, -0.006, -0.005], [-0.006, -0.026, -0.031], [0.001, 0.017, 0.006], [-0.008, 0.008, -0.005], [0.009, -0.003, -0.007], [0.007, 0.002, -0.002], [0.018, -0.001, -0.020], [-0.043, 0.010, 0.061], [-0.019, 0.016, -0.025], [0.015, -0.041, 0.016], [0.003, 0.017, -0.026], [0.008, 0.013, -0.019], [-0.005, 0.033, 0.002], [0.001, -0.016, 0.034], [0.018, 0.007, 0.017], [0.011, 0.003, 0.018], [-0.019, -0.032, -0.012], [0.035, 0.013, -0.009], [0.040, 0.008, 0.012], [0.001, 0.021, 0.008], [-0.038, -0.021, 0.011], [0.050, 0.040, -0.045], [0.398, -0.064, 0.020], [2.378, 1.268, 1.587], [-0.087, -0.117, 0.104], [-0.076, 0.044, -0.009], [-0.071, -0.028, 0.052], [0.059, 0.065, -0.079], [-0.027, 0.039, 0.004], [0.014, 0.078, -0.072], [0.043, -0.150, 1.213], [-0.109, 0.076, -0.073], [0.054, -0.065, -0.006], [0.024, 0.004, 0.018], [-0.030, 0.033, 0.007], [0.005, 0.049, -0.021], [0.069, 0.076, 0.076], [0.044, 0.140, -0.162], [-0.016, 0.005, 0.057], [0.040, 0.019, -0.035], [0.024, -0.057, -0.037], [0.013, -0.032, 0.041], [-0.029, 0.002, -0.033], [0.001, -0.041, -0.006], [-0.009, 0.032, 0.008], [0.008, -0.012, -0.003], [0.001, -0.017, -0.023], [0.002, -0.003, -0.006], [0.002, 0.001, 0.003], [-0.004, -0.003, -0.025], [-0.001, 0.011, 0.012], [-0.009, 0.001, 0.014], [-0.004, 0.013, -0.006], [-0.013, -0.003, -0.011], [0.009, -0.001, 0.009], [-0.020, -0.006, -0.016], [-0.007, -0.005, 0.008], [-0.241, -0.304, 0.031], [0.720, -0.126, 0.966], [-0.022, 0.059, 0.121], [0.029, 0.041, 0.102], [-0.112, -0.007, -0.121], [-0.267, -0.105, 0.233], [-0.406, 0.225, -0.253], [-0.119, -0.040, -0.262], [-0.012, -0.071, -0.038], [-2.591, -0.989, 0.453], [-0.011, 0.001, 0.072], [0.008, -0.047, -0.021], [-0.028, 0.030, -0.022]]}